(1)
DFT (ωB97M-V/def2-TZVPD) results for a structure of composition C6H12O.

```
19
Properties=species:S:1:pos:R:3:forces:R:3:nbo_charge:R:1
C 0.80239 -0.25062 -0.44908 -0.3 2.1 -2.0 -0.069
C -2.21865 0.93778 1.62435 0.0 0.0 -0.3 -0.653
C 2.24384 -0.42522 -0.01773 0.0 0.2 -0.2 -0.622
C 0.39216 -1.22320 -1.55083 0.2 0.0 0.1 -0.617
C -1.27847 0.64202 0.49110 1.7 -0.3 1.1 0.389
C -0.15538 -0.12602 0.63948 -1.1 0.6 0.3 -0.407
O -1.46605 1.36357 -0.60052 2.0 0.2 -2.4 -0.677
H -0.45076 1.35551 -1.17965 -3.5 0.0 2.1 0.437
H 0.64499 0.92501 -1.11828 1.4 -2.3 1.3 0.053
H 0.15625 -0.40427 1.63560 -0.2 -0.3 0.1 0.216
H -3.24080 0.71921 1.31126 0.0 0.0 0.1 0.223
H -1.97078 0.35077 2.50753 0.0 0.0 -0.1 0.220
H -2.17357 1.99875 1.87766 0.0 0.0 0.0 0.224
H 2.51902 0.29337 0.75062 0.1 0.1 0.0 0.218
H 2.92030 -0.32927 -0.86601 0.0 0.0 0.0 0.215
H 2.38227 -1.42634 0.39503 -0.1 -0.1 0.0 0.216
H 0.45339 -2.24038 -1.16015 -0.1 -0.1 0.0 0.210
H 1.06218 -1.14751 -2.40795 0.0 0.0 0.0 0.204
H -0.62231 -1.01313 -1.88243 -0.1 -0.1 0.0 0.220
```
Forces are in eV/Å.

Results
* energy relative to the best compared isomer or geometry (same formula, charge and spin): 48.6 kcal/mol
* net charge: 0


(2)
DFT (ωB97M-V/def2-TZVPD) results for a cluster of 11 separate species, C21H67N3O14 in total.

```
105
Properties=species:S:1:pos:R:3:forces:R:3:lowdin_charge:R:1
C -4.02802 1.70080 -2.63706 0.5 0.2 -0.6 -0.104
O -4.07402 1.10731 -1.37726 0.0 0.0 0.8 -0.211
C -4.36608 -0.27225 -1.38406 0.0 -0.3 -0.2 -0.197
C -3.32780 -1.15952 -2.08457 -0.8 0.4 -0.7 -0.198
N -2.23572 -1.47364 -1.21655 0.5 -1.0 1.2 -0.058
C -2.56340 -2.56075 -0.27469 -0.2 0.3 -0.1 -0.172
C -1.41275 -2.82518 0.68441 -0.5 0.4 0.1 -0.224
O -0.37504 -3.55907 0.07226 -0.1 -0.3 0.0 -0.200
C -0.51850 -4.96571 0.19095 1.3 0.3 0.1 -0.093
H -3.16468 1.36096 -3.22378 -0.1 -0.1 0.0 0.084
H -3.87778 2.76679 -2.47997 -0.3 0.1 0.0 0.087
H -4.93905 1.50395 -3.21095 -0.1 0.1 0.0 0.098
H -5.36416 -0.44219 -1.80701 0.1 0.1 -0.2 0.127
H -4.41738 -0.58239 -0.34070 -0.1 0.1 0.1 0.105
H -2.93339 -0.67197 -2.97713 -0.1 0.1 0.0 0.114
H -3.92687 -2.00884 -2.46071 0.5 -0.3 0.2 0.125
H -1.37317 -1.74082 -1.68204 -0.2 0.3 -0.5 0.089
H -2.85905 -3.48002 -0.80880 0.3 0.0 0.0 0.122
H -3.46418 -2.28553 0.27858 0.2 0.1 0.2 0.108
H -1.83911 -3.28603 1.58604 0.4 -0.3 -0.1 0.119
H -0.95372 -1.89090 1.01612 -0.1 0.1 0.0 0.100
H 0.38124 -5.39205 -0.26554 -0.2 0.0 -0.2 0.079
H -1.40039 -5.35325 -0.31758 -0.2 -0.1 0.2 0.087
H -0.42094 -5.24133 1.24627 -0.6 -0.1 0.0 0.094
C 1.07001 -0.48988 -2.00707 -0.1 -0.1 0.7 -0.091
O 0.11874 -0.95045 -2.94305 0.3 -0.1 -0.4 -0.208
C 0.62222 -1.99820 -3.75943 -0.8 0.3 -0.7 -0.219
C 0.79615 -3.31022 -3.04241 0.2 -1.2 0.1 -0.224
N 1.13224 -4.36628 -4.01985 0.7 0.3 0.4 -0.058
C 1.65556 -5.56547 -3.32423 -0.8 0.7 -0.5 -0.204
C 1.99775 -6.63767 -4.32343 1.3 -0.7 0.4 -0.208
O 3.38325 -6.47039 -4.64607 -0.3 0.6 0.2 -0.198
C 3.78422 -7.08132 -5.83004 0.7 -0.5 -0.5 -0.133
H 2.09154 -0.50297 -2.39587 0.0 0.0 -0.1 0.101
H 1.03848 -1.12679 -1.10948 0.1 0.0 -0.1 0.082
H 0.80147 0.52335 -1.71002 0.0 0.0 -0.1 0.073
H 1.50483 -1.65105 -4.31570 0.3 -0.2 0.4 0.128
H -0.11832 -2.14760 -4.55315 -0.1 0.0 0.2 0.129
H -0.13219 -3.64383 -2.56596 -0.1 0.4 0.0 0.113
H 1.52926 -3.28878 -2.21923 0.1 0.3 -0.2 0.121
H 1.93859 -4.02031 -4.54243 -0.2 0.0 -0.2 0.110
H 0.89395 -5.92660 -2.62929 0.0 0.1 0.0 0.109
H 2.55411 -5.28765 -2.76430 0.0 -0.4 0.2 0.125
H 1.42884 -6.59530 -5.25301 -0.4 0.1 0.2 0.117
H 1.89166 -7.62582 -3.85484 -0.2 0.0 -0.2 0.124
H 4.20597 -8.08544 -5.67148 -0.4 -0.1 0.1 0.087
H 4.61512 -6.51903 -6.26611 -0.2 0.2 0.0 0.086
H 2.96598 -7.13862 -6.55435 0.1 0.0 -0.1 0.083
C 0.24477 3.82973 4.00121 0.2 -0.8 -0.1 -0.078
O 1.52383 3.82437 3.37904 -0.2 0.3 0.1 -0.221
C 2.10064 5.10932 3.24094 0.4 0.2 -0.1 -0.207
C 1.63958 5.75970 1.95759 -0.6 0.3 0.2 -0.220
N 2.22397 5.18009 0.77379 0.5 0.1 0.1 -0.043
C 1.85817 5.85044 -0.45236 0.0 -0.4 -0.6 -0.199
C 0.43321 5.63539 -0.93762 -0.5 1.2 -0.4 -0.220
O 0.26077 4.41600 -1.63209 0.8 -0.3 0.5 -0.210
C -0.95916 4.32955 -2.29981 -0.3 -0.3 -0.5 -0.118
H -0.35810 4.71519 3.80372 0.2 0.1 -0.1 0.090
H 0.35692 3.67646 5.07881 -0.1 0.1 0.0 0.094
H -0.26850 2.97266 3.56741 -0.3 0.0 0.4 0.068
H 3.18381 4.96002 3.25566 -0.1 0.1 -0.2 0.127
H 1.86105 5.77762 4.07607 -0.2 -0.2 0.1 0.126
H 1.88056 6.82641 2.01347 0.2 0.0 -0.2 0.126
H 0.53362 5.70550 1.93942 0.1 0.1 0.1 0.107
H 2.01789 4.19091 0.72600 -0.1 -0.1 0.0 0.090
H 2.55118 5.54763 -1.24658 -0.2 -0.2 0.0 0.123
H 2.02581 6.92761 -0.38159 -0.1 0.0 0.4 0.119
H 0.17812 6.47037 -1.61670 0.1 -0.2 -0.1 0.124
H -0.29430 5.73552 -0.12093 0.1 -0.3 0.1 0.112
H -1.07000 3.31541 -2.68970 0.1 -0.1 0.2 0.085
H -0.96706 4.98398 -3.17986 -0.2 0.3 0.2 0.095
H -1.80772 4.53299 -1.63750 0.0 0.2 0.0 0.089
C 0.70171 0.83483 2.34066 1.0 -1.3 0.0 -0.119
O 0.97254 -0.46380 1.71619 -0.3 0.5 0.2 -0.127
H 1.22025 1.60948 1.78241 -0.1 -0.4 0.9 0.037
H -0.37014 1.01366 2.30236 -0.1 0.1 0.4 0.065
H 1.13014 0.72929 3.33117 -0.4 0.2 0.3 0.074
H 1.15879 -0.29691 0.78897 0.1 0.1 -0.1 0.045
C -0.23080 -2.16017 4.19334 -0.4 -0.3 -0.4 -0.162
O 1.17093 -2.01929 4.14025 0.2 -0.5 0.6 -0.121
H -0.59523 -2.76626 5.03005 0.7 0.4 0.5 0.082
H -0.66655 -1.16038 4.24432 -0.6 -0.2 -0.2 0.074
H -0.61086 -2.76613 3.35869 0.0 0.6 -0.3 0.059
H 1.38688 -1.61069 3.29196 -0.1 0.0 -0.1 0.043
C 0.57335 0.70638 6.52631 0.0 0.9 -0.6 -0.188
O 1.01361 -0.40261 7.25708 0.0 -0.3 0.1 -0.102
H 0.84837 0.71229 5.46441 0.1 -0.5 0.1 0.054
H -0.51209 0.86471 6.55799 0.0 -0.2 0.2 0.079
H 1.06183 1.60383 6.91495 -0.1 -0.1 0.3 0.076
H 0.97537 -1.19076 6.70628 0.0 0.1 -0.1 0.061
O -2.90585 -0.05387 2.30499 0.1 -0.1 -0.1 -0.045
H -3.78438 0.05957 1.93046 0.0 0.1 0.1 0.031
H -2.29652 0.25880 1.61642 -0.1 0.0 0.2 -0.010
O -1.52357 3.85146 1.51040 -0.1 0.1 0.0 -0.038
H -1.98972 3.45799 0.76562 0.0 0.0 0.0 0.028
H -0.70774 3.33879 1.58770 0.0 0.1 -0.1 0.003
O 0.69828 2.16324 0.20985 0.9 1.3 -1.4 -0.109
H -0.25288 1.98432 0.23318 -0.1 -0.5 -0.3 -0.021
H 0.82127 2.72681 -0.57181 -0.2 0.1 0.1 0.049
O -1.54397 1.02933 -0.07645 -0.5 0.0 0.5 -0.069
H -1.53245 0.08026 -0.33154 -0.2 -0.1 -0.4 0.045
H -2.48218 1.26540 -0.09613 -0.1 0.0 -0.5 0.048
O 3.79807 2.27606 2.71004 0.0 0.0 -0.2 -0.050
H 2.93243 2.69138 2.58900 0.0 -0.1 0.3 -0.015
H 4.07656 2.01803 1.82707 0.0 0.0 0.0 0.037
```
Forces are in eV/Å.

Results
* SMILES: COCCNCCOC.COCCNCCOC.COCCNCCOC.CO.CO.CO.O.O.O.O.O
* net charge: 0


(3)
DFT (ωB97M-V/def2-TZVPD) results for a cluster of 3 separate species, C23H38F6O8PS2 in total.

```
78
Properties=species:S:1:pos:R:3:forces:R:3:lowdin_charge:R:1
C 0.78846 3.42048 -0.18527 -0.7 -0.3 1.0 -0.098
C -0.14846 3.19623 1.05129 -0.4 0.6 -1.1 -0.229
C -1.44139 2.43253 0.58184 0.7 0.2 0.9 -0.221
C -1.71271 1.25094 1.55808 0.1 0.2 -0.4 -0.263
P -2.40469 -0.26555 0.79790 1.5 0.7 0.5 1.163
C -2.38725 -1.56328 2.12144 -0.7 0.5 0.0 -0.170
C -3.78346 -2.14150 2.45826 0.5 2.0 -0.2 -0.317
O -3.90912 -3.29589 2.56559 -0.4 -2.7 0.2 0.121
C -4.14633 -0.03890 0.08608 1.4 2.2 0.8 -0.305
O -4.65937 -1.01577 -0.27268 -1.6 -2.8 -1.1 0.163
C -4.83069 1.35229 -0.00966 0.0 -0.2 1.4 -0.402
F -4.66753 1.90256 1.22081 -0.1 -0.3 0.5 0.128
F -4.19881 2.16471 -0.83787 0.1 0.1 -1.0 0.185
C -6.36541 1.30914 -0.27106 -0.4 1.2 -0.7 -0.364
F -6.84692 2.45289 0.23143 0.0 0.5 0.0 0.174
F -6.97413 0.34131 0.39976 0.4 -0.9 0.2 0.182
C -6.79626 1.27449 -1.78863 -0.6 -1.8 0.1 -0.366
F -7.04984 2.48252 -2.22225 0.5 0.9 -0.2 0.207
F -7.97522 0.59741 -1.84378 -0.1 -0.3 0.3 0.137
C -5.82052 0.53654 -2.74794 -1.1 -1.4 0.5 -0.462
O -5.05276 1.14444 -3.36652 2.3 2.3 -1.6 0.211
O -5.86967 -0.79474 -2.91569 -0.9 -0.1 1.2 0.153
C -1.32434 -0.69042 -0.63536 0.0 -0.2 -0.7 -0.400
C 0.17513 -0.81059 -0.20506 0.0 0.4 -0.1 -0.053
C -1.82501 -1.88850 -1.48798 0.2 -0.4 0.2 -0.230
C -1.78037 -3.26453 -0.78610 -0.1 -0.2 -0.9 -0.073
H 0.14772 3.71873 -1.02885 0.4 0.2 0.2 0.077
H 1.51065 4.20306 0.07389 0.0 -0.3 -0.4 0.070
H 1.29266 2.47656 -0.43337 0.0 0.4 0.0 0.056
H 0.36277 2.69335 1.87901 0.0 0.1 -0.3 0.078
H -0.47398 4.18916 1.39756 0.2 -0.3 0.1 0.108
H -1.25728 2.13141 -0.45746 -0.3 -0.2 0.3 0.087
H -2.28768 3.12928 0.60856 0.1 -0.3 -0.2 0.104
H -0.74216 0.94910 1.99152 -0.4 -0.2 -0.2 0.093
H -2.31875 1.59082 2.41159 0.0 -0.3 -0.3 0.111
H -2.01602 -1.07795 3.04209 -0.1 0.0 -0.4 0.115
H -1.71436 -2.39505 1.88349 -0.2 0.3 -0.1 0.105
H -4.66030 -1.47751 2.64039 0.5 0.3 -0.1 0.137
H -6.46759 -1.19032 -2.25532 0.0 -0.1 -0.4 0.131
H -1.37360 0.19017 -1.30035 -0.4 -0.1 0.4 0.115
H 0.65418 -1.75158 -0.55441 -0.8 0.7 0.6 0.044
H 0.31640 -0.68309 0.87910 0.2 -0.4 -0.3 0.083
H 0.73311 0.02345 -0.65940 -0.2 -0.2 0.2 0.087
H -1.15019 -1.93458 -2.35922 -0.2 0.1 0.3 0.124
H -2.82536 -1.72196 -1.91662 0.3 0.1 0.3 0.099
H -0.74715 -3.58820 -0.59248 -0.3 0.3 0.4 0.068
H -2.17081 -3.99698 -1.51218 0.0 0.2 0.3 0.089
H -2.42254 -3.34379 0.09912 0.3 0.0 -0.2 0.057
C 4.14583 -3.89904 -2.81902 0.1 0.0 0.1 -0.215
C 4.27001 -5.06238 -1.82935 -0.1 0.0 -0.1 -0.207
C 4.09341 -4.48626 -0.41911 0.2 -0.4 0.0 -0.211
S 3.05529 -3.03543 -0.59830 0.2 -0.5 -0.2 0.673
O 3.82617 -1.87108 -0.24554 -0.3 0.2 0.2 -0.309
O 1.75238 -3.29687 -0.01429 0.4 0.0 0.1 -0.359
C 2.91809 -3.10797 -2.37992 0.0 0.0 -0.4 -0.232
H 4.04817 -4.24899 -3.84590 0.0 0.0 0.0 0.120
H 5.03624 -3.26853 -2.76016 0.0 0.0 0.0 0.123
H 3.48490 -5.79547 -2.02870 0.0 0.0 0.0 0.120
H 5.22659 -5.57405 -1.92647 0.0 0.0 0.0 0.119
H 3.60697 -5.19365 0.24914 0.0 0.2 0.1 0.106
H 5.04339 -4.16648 0.00630 -0.1 0.1 0.0 0.110
H 2.88608 -2.09962 -2.78904 -0.1 0.0 0.2 0.109
H 1.99752 -3.64163 -2.62088 0.0 0.0 0.1 0.108
C 5.57611 4.09981 2.23853 0.1 -0.1 -0.1 -0.215
C 5.58050 3.58898 0.79303 0.0 0.1 0.0 -0.211
C 5.06963 2.14351 0.81541 0.2 0.2 -0.4 -0.215
S 3.98365 2.01869 2.23774 0.2 0.2 -0.1 0.667
O 4.56940 1.11277 3.18944 -0.3 -0.1 0.0 -0.306
O 2.61721 1.86815 1.78622 -0.1 -0.3 0.2 -0.350
C 4.22618 3.69195 2.81853 0.1 0.3 0.1 -0.227
H 5.72191 5.17829 2.28721 0.0 0.0 0.0 0.119
H 6.38306 3.62422 2.80096 0.0 0.0 0.0 0.123
H 4.91276 4.20652 0.18700 0.0 0.0 0.0 0.115
H 6.57293 3.64712 0.34741 0.0 0.0 0.0 0.117
H 4.51012 1.89630 -0.08440 -0.1 -0.2 0.1 0.101
H 5.88235 1.43214 0.95305 -0.1 -0.1 0.1 0.109
H 4.19916 3.71086 3.90611 -0.1 -0.1 0.0 0.111
H 3.42094 4.30526 2.41177 0.0 -0.1 0.0 0.103
```
Forces are in eV/Å.

Results
* net charge: +1


(4)
DFT (ωB97M-V/def2-TZVPD) results for a structure of composition C28H46As2N3O2Sb2Y.

```
84
Properties=species:S:1:pos:R:3:forces:R:3:lowdin_charge:R:1
Y -0.29009 -3.14434 19.59958 -0.6 0.0 0.4 0.928
C 2.06111 -1.61977 23.37335 -0.1 0.2 -0.1 -0.293
Sb 0.40385 -1.15212 22.12361 0.4 0.5 -0.2 1.354
C 0.99408 0.87903 21.76165 -0.1 0.0 -0.1 -0.311
C -1.04693 -0.69085 23.65873 -0.5 0.7 -1.5 -0.316
C -1.41660 -1.78263 24.55960 -0.8 -0.8 0.6 -0.295
C -0.76251 -1.87293 25.78104 1.3 0.4 -0.2 -0.045
C -1.00536 -2.89053 26.66947 -0.2 -0.1 0.4 -0.064
C -2.00649 -3.79890 26.40996 -0.5 -0.2 -0.5 -0.065
C -2.70656 -3.72549 25.22722 -0.2 0.9 -0.3 -0.081
C -2.44557 -2.71368 24.29301 0.1 0.2 0.3 -0.307
C -3.26796 -2.66808 23.05368 0.6 0.2 -0.9 -0.267
Sb -2.47209 -4.24693 21.72310 -1.1 0.6 -1.1 1.367
C -4.34843 -5.17257 21.02463 0.2 1.1 -0.8 -0.293
C -1.68392 -5.60621 23.08573 0.2 -0.3 0.2 -0.312
H 2.16016 -0.87875 24.15998 -0.2 0.1 0.1 0.021
H 2.99253 -1.61991 22.82518 0.1 0.0 -0.3 0.011
H 1.91372 -2.59430 23.79855 0.0 -0.4 0.3 -0.010
H 0.99501 1.44336 22.67725 -0.3 0.1 0.6 0.008
H 0.32225 1.38189 21.06805 0.1 -0.1 -0.1 -0.002
H 2.02303 0.94365 21.42896 0.1 -0.2 -0.4 0.006
H -1.90739 -0.27622 23.10570 0.3 -0.2 0.2 0.064
H -0.59329 0.15527 24.14701 0.2 0.2 0.5 0.063
H 0.03520 -1.13344 25.96811 -0.5 -0.4 0.1 0.126
H -0.47436 -2.99470 27.59141 0.4 0.3 0.4 0.109
H -2.30974 -4.54032 27.11381 0.2 -0.4 0.5 0.110
H -3.53101 -4.39263 25.02581 -0.1 -0.2 0.1 0.117
H -3.22815 -1.68506 22.52973 0.0 -0.9 0.3 0.055
H -4.30220 -2.94627 23.20025 -0.2 0.0 0.2 0.060
H -5.22997 -4.81114 21.57451 0.4 -0.3 0.0 0.009
H -4.30231 -6.25351 20.98885 0.0 -0.2 0.2 -0.002
H -4.46630 -4.80819 19.96784 0.1 -0.3 0.9 0.000
H -2.47186 -5.99490 23.71080 -0.1 -0.3 0.2 0.017
H -0.93486 -5.14841 23.71085 0.1 0.4 0.3 0.016
H -1.16368 -6.38823 22.55624 -0.1 -0.4 -0.3 0.007
C 0.69255 -7.16531 18.12223 0.0 0.4 -0.1 -0.270
As -0.07244 -5.44669 17.51144 -1.1 -1.2 -0.2 1.103
C -1.73576 -6.22889 16.67676 1.1 1.0 -0.5 -0.263
C 1.08798 -5.04230 15.98696 0.0 0.4 0.3 -0.449
C 1.09824 -5.86680 14.86200 -0.2 0.3 -0.4 -0.087
C 1.96167 -5.55661 13.80129 -0.5 -0.7 0.1 -0.049
C 2.80530 -4.46439 13.84903 -0.1 0.4 0.0 -0.054
C 2.80721 -3.66597 14.97701 -0.6 0.4 0.9 -0.099
C 1.93815 -3.90614 16.06063 0.3 -1.4 -0.6 -0.460
As 2.12849 -2.94779 17.73183 0.4 1.8 -0.1 1.078
C 3.84583 -3.56048 18.38258 0.2 -1.8 -1.3 -0.278
C 2.76682 -1.14954 17.10910 1.0 -1.2 1.5 -0.266
H 0.75574 -7.87399 17.28167 -0.1 0.3 0.4 0.044
H 0.14919 -7.58892 18.97362 -0.1 0.2 -0.3 0.038
H 1.68420 -6.92590 18.47512 0.4 -0.1 0.1 0.012
H -1.54629 -7.20352 16.23799 0.1 -0.1 0.2 0.029
H -2.06942 -5.55793 15.88163 0.0 0.0 0.1 0.025
H -2.49118 -6.26990 17.43510 -0.4 -0.2 0.4 0.006
H 0.36776 -6.69292 14.74968 0.7 0.5 0.2 0.117
H 1.95334 -6.20261 12.93426 0.0 0.1 -0.1 0.118
H 3.41426 -4.16869 13.00238 0.1 -0.3 0.1 0.122
H 3.45887 -2.81205 15.05386 0.2 0.1 -0.2 0.094
H 4.46151 -3.80446 17.49101 -0.4 0.2 0.4 0.052
H 3.63542 -4.52381 18.86112 0.4 0.3 0.2 0.016
H 4.45574 -2.91452 18.97935 -0.2 0.6 0.6 0.036
H 3.79589 -1.28613 16.70911 -0.8 0.2 0.0 0.044
H 2.85098 -0.55233 18.04297 -0.1 -0.2 -0.7 0.033
H 2.08072 -0.73294 16.41837 -0.5 0.6 -0.7 0.001
C 1.68442 -5.04267 21.58156 0.0 0.9 0.1 -0.181
O 0.69426 -4.30661 20.90311 0.4 0.0 -0.6 -0.644
H 1.37940 -6.06938 21.69671 0.0 -0.5 -0.1 0.072
H 1.81155 -4.62264 22.58440 0.1 -0.1 0.0 0.068
H 2.64963 -4.95327 21.05601 -0.3 -0.3 0.2 0.074
C -3.50109 0.79174 19.09253 0.5 0.3 -0.6 0.028
N -2.84308 0.07980 17.96250 -0.4 0.1 -0.6 -0.021
C -3.03833 0.44408 16.63903 -0.1 -0.4 2.0 0.020
C -2.39554 -0.24000 15.68103 -0.6 0.8 -1.0 0.006
C -1.59541 -1.33100 16.04619 1.3 -1.1 -0.4 -0.324
N -1.50535 -1.75627 17.31432 0.9 -0.6 -1.5 0.151
C -2.11916 -1.06681 18.24914 -0.8 1.1 1.8 -0.524
O -2.02840 -1.43381 19.45937 0.3 0.0 -0.4 -0.185
N -0.90016 -1.95873 15.06134 -0.6 0.2 1.7 0.215
H -2.72610 1.28015 19.71604 -0.6 -0.3 -0.3 0.110
H -4.01298 0.03323 19.64599 -0.3 -0.2 0.6 0.085
H -4.23439 1.53078 18.71917 0.6 -0.4 0.0 0.110
H -3.77218 1.23596 16.51532 0.4 0.0 -0.3 0.150
H -2.49666 0.06463 14.64259 0.0 -0.2 0.2 0.134
H -0.95759 -1.56346 14.16591 0.0 0.4 -1.2 0.102
H -0.18115 -2.64316 15.21204 0.0 -0.2 0.4 0.082
```
Forces are in eV/Å.

Results
* net charge: +2


Values of largest force on an atom, in order: 0.079, 0.041, 0.070, 0.044, all in Eh/bohr.
Values of energy, in order: -310.98182, -2057.73686, -3237.73659, -6399.23638, all in hartree.